Record 1
{
  "formula": "C35H42Cl2CrN4O3SSi",
  "method": "ωB97M-V with the def2-TZVPD basis set",
  "s2": 4.08,
  "multiplicity": 4,
  "de_lowest_ev": 0.000,
  "total_charge": -1,
  "e_tot_ha": -4455.8011,
  "homo_lumo_gap_ev": [4.2, 4.9],
  "elements": ["Cr", "Cl", "Cl", "S", "Si", "O", "O", "O", "N", "N", "N", "N", "C", "C", "C", "C", "C", "C", "C", "C", "C", "C", "C", "C", "C", "C", "C", "C", "C", "C", "C", "C", "C", "C", "C", "C", "C", "C", "C", "C", "C", "C", "C", "C", "C", "C", "C", "H", "H", "H", "H", "H", "H", "H", "H", "H", "H", "H", "H", "H", "H", "H", "H", "H", "H", "H", "H", "H", "H", "H", "H", "H", "H", "H", "H", "H", "H", "H", "H", "H", "H", "H", "H", "H", "H", "H", "H", "H", "H"],
  "coordinates": [[-0.152, -0.538, 0.117], [-5.197, 4.308, -0.102], [-3.469, 4.815, -2.805], [-1.033, -2.063, -1.408], [1.703, -0.538, 1.725], [-2.499, 0.998, 2.911], [1.128, 2.952, -1.281], [-1.682, -2.479, -0.120], [1.141, -0.458, -1.660], [-0.349, 1.167, -0.766], [-0.664, -1.839, 1.671], [-1.411, 0.854, 0.858], [-2.151, 1.772, 0.234], [1.804, -1.455, -2.267], [2.933, -1.269, -3.056], [2.749, 1.077, -2.597], [-1.843, 0.388, 2.050], [1.775, 1.280, 2.487], [-1.491, -1.057, 2.425], [-2.066, -0.744, -2.086], [-3.290, -0.415, -1.499], [-2.996, 3.642, -1.616], [-1.442, -3.321, -2.645], [3.414, 0.028, -3.223], [1.242, -1.770, 3.048], [-0.965, -3.658, 3.220], [2.038, 2.346, 1.402], [4.526, -1.289, 1.655], [3.636, -0.238, -0.445], [-1.805, -2.871, 3.995], [-1.627, -0.028, -3.205], [-3.744, 3.422, -0.446], [-1.427, 1.981, -0.895], [-2.070, -1.562, 3.594], [-3.321, 2.473, 0.487], [1.628, 0.771, -1.837], [-0.424, -3.097, 2.077], [-4.077, 0.608, -2.034], [-4.477, 2.431, -3.728], [3.292, -1.168, 0.737], [0.767, 1.772, -1.234], [-2.415, 0.994, -3.740], [2.992, -2.573, 0.151], [0.403, 1.606, 3.136], [-1.830, 2.913, -1.847], [2.858, 1.401, 3.580], [-3.651, 1.312, -3.166], [-2.056, 1.546, -4.607], [3.053, 2.110, -2.709], [-1.218, 3.076, -2.724], [2.767, -0.058, -1.089], [0.307, -1.486, 3.540], [-2.728, -0.930, 4.182], [2.122, -2.555, -0.515], [-5.512, 2.378, -3.374], [1.929, 3.357, 1.812], [3.413, -2.113, -3.532], [-2.524, -3.467, -2.688], [3.843, -2.946, -0.431], [2.794, -3.309, 0.940], [1.378, -2.438, -2.101], [4.281, 0.224, -3.841], [0.172, 0.923, 3.961], [4.327, -1.929, 2.522], [-3.870, 2.298, 1.403], [-4.056, 3.395, -3.428], [-0.963, -4.259, -2.354], [-1.064, -3.014, -3.623], [4.852, -0.313, 2.027], [1.100, -2.768, 2.624], [3.055, 2.279, 1.006], [-0.413, 1.540, 2.407], [0.240, -3.657, 1.427], [2.724, 0.653, 4.370], [4.424, -0.674, -1.070], [3.864, 1.279, 3.170], [2.021, -1.835, 3.813], [1.339, 2.254, 0.563], [-5.024, 0.850, -1.557], [-2.257, -3.261, 4.899], [4.011, 0.731, -0.104], [-3.638, -0.950, -0.617], [-0.668, -0.253, -3.665], [-0.736, -4.679, 3.496], [-1.845, -0.538, 0.117], [0.394, 2.623, 3.547], [-4.503, 2.376, -4.822], [2.825, 2.389, 4.055], [5.374, -1.724, 1.113]],
  "lowdin_spin": [2.87, 0.00, 0.00, 0.09, 0.01, 0.01, 0.02, 0.01, 0.05, 0.00, 0.01, -0.11, -0.01, 0.05, 0.00, 0.00, 0.00, 0.00, 0.00, -0.01, 0.00, -0.01, 0.04, 0.05, -0.01, 0.00, 0.00, 0.00, 0.00, 0.00, 0.00, 0.00, 0.00, 0.00, -0.02, 0.05, 0.00, -0.01, 0.00, 0.01, 0.02, -0.01, 0.01, 0.00, 0.00, 0.00, 0.01, 0.00, 0.00, 0.00, 0.00, 0.00, 0.00, 0.01, 0.00, 0.00, 0.00, 0.01, 0.00, 0.00, 0.01, 0.00, 0.00, 0.00, 0.00, 0.00, 0.00, 0.00, 0.00, 0.00, 0.00, 0.00, 0.00, 0.00, 0.00, 0.00, 0.00, 0.00, 0.00, 0.00, 0.00, 0.00, 0.00, 0.00, -0.14, 0.00, 0.00, 0.00, 0.00]
}

=====

Record 2
{
  "formula": "C4H6ClN",
  "method": "ωB97M-V with the def2-TZVPD basis set",
  "de_lowest_ev": 3.196,
  "e_tot_ha": -670.8311,
  "homo_lumo_gap_ev": 9.3,
  "elements": ["Cl", "N", "C", "C", "C", "C", "H", "H", "H", "H", "H", "H"],
  "coordinates": [[-1.429, 1.270, -1.710], [0.035, 0.236, -1.419], [0.486, 0.477, -0.070], [1.033, 1.566, 0.661], [-0.128, -0.645, -0.275], [-0.814, -1.905, 0.047], [2.081, 1.330, 0.860], [0.631, 1.814, 1.634], [-0.282, -2.750, -0.457], [-1.751, -1.744, -0.443], [-0.823, -2.131, 1.077], [0.960, 2.482, 0.094]],
  "lowdin_charge": [0.43, -0.32, -0.31, -0.04, -0.26, -0.01, 0.09, 0.09, 0.10, 0.08, 0.07, 0.08]
}

=====

Record 3
{
  "formula": "C3H11N2",
  "method": "ωB97M-V with the def2-TZVPD basis set",
  "s2": 0.75,
  "multiplicity": 2,
  "de_lowest_ev": 2.251,
  "total_charge": 2,
  "e_tot_ha": -229.6171,
  "homo_lumo_gap_ev": [12.3, 4.9],
  "elements": ["N", "N", "C", "C", "C", "H", "H", "H", "H", "H", "H", "H", "H", "H", "H", "H"],
  "coordinates": [[1.099, 0.202, -2.133], [2.318, 1.445, -0.639], [1.184, 1.043, -1.131], [-1.630, -0.146, 1.352], [-1.560, -1.578, 1.211], [-2.247, 0.172, 2.207], [0.212, -0.020, -2.558], [-2.225, -2.076, 1.948], [-0.674, 0.479, 1.489], [0.265, 1.314, -0.636], [2.380, 1.973, 0.224], [-1.874, -1.991, 0.241], [1.921, -0.265, -2.499], [-1.836, 0.400, 0.403], [-0.581, -2.107, 1.456], [3.248, 1.155, -0.934]],
  "lowdin_spin": [0.00, 0.00, 0.00, 0.31, 0.25, 0.03, 0.00, 0.04, 0.15, 0.00, 0.00, 0.03, 0.00, 0.06, 0.14, 0.00]
}